Formula: C39H58F21NO16SSi
Source: OMol25
Level of theory: ωB97M-V/def2-TZVPD

## Properties
* multiplicity: 1
* highest occupied orbital energy: -9.171 eV
* E: -151410.107 eV
* HOMO-LUMO gap: 8.583 eV

Structure (XYZ):
```
137
Properties=species:S:1:pos:R:3:forces:R:3
C 0.338 -1.782 -6.966 -0.338 -0.247 0.047
C -0.774 -0.590 -7.218 -0.361 -0.216 -0.706
C -0.077 0.868 -7.510 0.363 -0.316 -0.594
C 0.678 1.546 -6.222 -0.239 1.347 -1.110
C -0.308 1.931 -4.965 -0.114 -1.328 0.016
C 0.350 1.246 -3.588 -0.807 0.759 -1.193
C -0.387 -0.208 -3.423 -0.390 1.082 -0.118
Si 0.399 -1.387 -2.122 -1.884 0.506 0.232
S -0.821 -1.160 -0.302 1.336 0.917 0.677
N 2.123 -1.067 -1.732 2.051 -3.963 -0.899
C 3.009 -0.989 -2.952 5.118 5.440 -0.531
C 2.921 -1.914 -4.300 1.015 -0.057 0.426
O 3.961 -0.015 -2.942 -5.916 -6.197 -0.014
C 2.591 -2.348 -1.011 -2.720 -4.754 2.191
C 4.194 -2.714 -0.781 -0.784 0.114 -0.372
O 1.715 -3.286 -0.556 4.924 6.279 -2.859
H 0.416 -2.147 -5.856 -0.255 1.037 -2.212
H 1.421 -1.427 -7.279 -2.268 -0.789 0.358
H -0.014 -2.733 -7.595 1.109 2.100 1.335
H -1.610 -0.551 -6.367 2.000 -0.019 -1.721
H -1.368 -0.911 -8.202 1.270 0.859 2.085
H -0.851 1.598 -8.049 1.584 -1.482 1.495
H 0.770 0.670 -8.327 -1.791 0.393 1.686
H 1.589 0.866 -5.942 -1.832 1.182 -0.206
H 1.142 2.572 -6.614 -0.797 -2.274 0.773
H -0.533 3.073 -4.845 0.751 -2.142 -0.369
H -1.352 1.401 -5.196 2.168 1.227 0.724
H 0.172 1.960 -2.676 0.243 -1.619 -1.565
H 1.503 1.204 -3.788 -2.138 -0.158 0.598
H -1.497 0.017 -3.047 2.358 -0.563 -0.741
H -0.505 -0.762 -4.447 0.458 1.146 1.771
H 0.166 -2.767 -2.606 0.149 0.123 0.058
H 0.028 -0.360 0.523 -0.901 -1.053 -1.297
H 4.036 -2.269 -4.539 -2.407 0.990 0.638
H 2.291 -2.894 -4.199 0.848 2.139 -0.142
H 2.601 -1.210 -5.184 0.396 -1.505 1.833
H 4.714 -1.760 -0.331 -0.828 -2.083 -1.070
H 4.254 -3.662 -0.065 -0.370 2.367 -1.508
H 4.671 -3.052 -1.821 -1.002 1.073 2.235
C -5.138 1.856 1.702 0.332 0.016 -0.010
C -5.998 2.285 0.527 -0.371 -0.551 0.644
O -5.267 3.166 -0.339 1.222 -0.156 -1.613
C -4.404 2.567 -1.221 -1.308 -2.600 1.638
O -4.232 1.354 -1.290 -0.050 3.027 -0.295
C -3.734 3.611 -2.111 1.368 1.564 -1.502
F -3.278 4.689 -1.409 -0.373 -1.298 -0.332
F -4.587 4.107 -3.053 0.345 -0.653 0.928
F -2.659 3.122 -2.791 -1.190 0.033 0.896
H -4.745 2.732 2.230 -0.199 -0.078 -0.030
H -5.718 1.251 2.405 0.037 0.097 -0.123
H -4.277 1.272 1.370 -0.169 -0.048 -0.009
H -6.865 2.846 0.894 0.286 0.171 -0.295
H -6.385 1.423 -0.029 0.286 0.194 -0.046
C -4.299 7.119 -0.542 0.014 -0.074 0.300
C -5.307 8.173 -0.120 0.317 0.001 -0.880
O -5.634 8.030 1.271 0.750 0.733 1.829
C -4.738 8.568 2.159 1.284 0.636 -3.035
O -3.702 9.136 1.826 -2.350 -1.243 1.374
C -5.231 8.391 3.594 -0.691 -0.297 2.371
F -5.694 7.132 3.842 0.486 0.917 -0.584
F -6.259 9.238 3.891 0.883 -0.539 -0.657
F -4.263 8.627 4.524 -0.633 -0.125 -1.280
H -4.666 6.117 -0.298 -0.088 0.298 -0.117
H -4.110 7.175 -1.618 -0.083 0.013 0.157
H -3.350 7.247 -0.016 -0.063 0.094 -0.116
H -6.238 8.034 -0.681 0.014 -0.006 0.447
H -4.950 9.186 -0.336 0.004 -0.178 0.294
C -5.969 7.234 7.395 -0.209 -0.055 0.231
C -4.494 6.878 7.402 -0.359 0.213 -0.761
O -4.035 6.650 8.744 0.096 -1.625 1.245
C -4.311 5.416 9.274 -1.252 -0.086 -3.013
O -4.919 4.534 8.675 1.496 1.737 1.850
C -3.726 5.293 10.680 0.826 -0.304 2.520
F -3.977 6.387 11.455 -0.004 -0.761 -1.002
F -2.370 5.145 10.661 -1.123 0.139 -0.473
F -4.215 4.223 11.369 0.224 0.975 -1.143
H -6.162 8.088 8.054 0.115 -0.033 -0.177
H -6.301 7.486 6.384 0.094 -0.040 0.152
H -6.579 6.405 7.763 0.096 0.009 -0.140
H -3.913 7.717 7.005 0.056 -0.189 0.401
H -4.283 6.011 6.765 -0.068 0.027 0.323
C 4.819 2.416 0.812 0.068 0.238 0.174
C 4.636 0.969 1.233 -0.356 0.286 -0.774
O 5.296 0.719 2.483 -0.498 0.102 2.006
C 4.620 1.107 3.611 -2.017 0.825 -2.506
O 3.518 1.648 3.595 2.630 -1.287 0.614
C 5.410 0.738 4.865 1.158 -0.358 2.275
F 6.731 1.066 4.773 -1.125 -0.111 -0.315
F 5.369 -0.601 5.122 -0.324 1.055 -0.595
F 4.946 1.355 5.989 0.133 -0.447 -1.488
H 5.882 2.676 0.783 -0.129 -0.141 -0.107
H 4.386 2.588 -0.178 0.062 -0.110 0.120
H 4.344 3.098 1.522 -0.069 -0.124 -0.091
H 5.100 0.311 0.491 0.119 0.046 0.399
H 3.576 0.694 1.289 0.204 0.107 0.222
C 7.910 -2.282 5.259 -0.163 -0.194 0.007
C 9.267 -2.577 4.647 -0.257 0.826 0.148
O 9.487 -3.994 4.565 -0.392 -1.481 -1.419
C 8.897 -4.636 3.506 -0.807 3.145 -0.306
O 8.207 -4.072 2.663 1.540 -1.806 1.684
C 9.253 -6.122 3.513 0.411 -2.640 0.017
F 9.131 -6.688 4.748 -0.026 0.884 -0.923
F 10.541 -6.343 3.120 -0.998 0.665 0.253
F 8.469 -6.861 2.679 0.560 1.208 0.700
H 7.810 -2.779 6.230 0.127 0.146 -0.079
H 7.773 -1.206 5.396 0.114 -0.224 -0.039
H 7.101 -2.656 4.626 0.122 0.143 -0.022
H 10.055 -2.169 5.289 -0.017 -0.429 -0.116
H 9.379 -2.107 3.663 -0.105 -0.310 0.090
C -1.743 -6.719 1.453 -0.275 -0.192 -0.083
C -1.883 -5.291 1.948 0.796 -0.375 0.139
O -3.146 -4.739 1.547 -1.937 0.034 0.824
C -4.227 -5.085 2.317 2.611 -1.502 1.344
O -4.162 -5.828 3.292 -0.728 1.804 -2.185
C -5.491 -4.391 1.812 -2.255 0.979 -0.887
F -5.627 -4.464 0.457 0.478 -0.161 1.154
F -5.507 -3.064 2.124 0.428 -1.106 -0.028
F -6.634 -4.919 2.335 1.456 0.219 -0.248
H -1.897 -6.768 0.370 0.153 0.098 0.132
H -0.750 -7.114 1.687 -0.113 0.112 -0.025
H -2.492 -7.371 1.910 0.128 0.076 0.073
H -1.105 -4.669 1.493 -0.432 0.103 -0.055
H -1.754 -5.224 3.035 -0.288 -0.038 -0.191
C 2.428 -8.551 -7.168 0.134 0.155 0.260
C 1.064 -8.196 -7.732 0.533 -0.472 -0.490
O 0.301 -7.448 -6.774 -0.203 2.007 0.455
C 0.587 -6.109 -6.688 1.979 -1.181 -2.299
O 1.443 -5.548 -7.364 -2.119 -0.792 1.832
C -0.329 -5.428 -5.672 -1.549 1.070 1.907
F -0.439 -6.130 -4.507 0.393 0.337 -1.209
F -1.599 -5.277 -6.146 1.237 -0.301 -0.030
F 0.097 -4.182 -5.322 -0.030 -1.560 -0.529
H 2.324 -9.077 -6.213 -0.053 -0.039 -0.210
H 2.980 -9.190 -7.864 -0.120 0.079 0.068
H 3.022 -7.655 -6.975 -0.056 -0.067 -0.152
H 0.504 -9.114 -7.939 -0.151 0.324 0.270
H 1.147 -7.650 -8.679 -0.030 0.107 0.323
```
Positions in Å, forces in eV/Å.

Atom charges from the Mulliken analysis, given in e for atoms 1 to 8: -0.2527 -0.3295 -0.9374 -0.3286 -0.4893 -0.3464 0.4094 0.0613